Record 1
C37H54Cl2F5N3O2RbSbSi3 as an isolated structure. Source: the Open Molecules 2025 dataset; level of theory: the ωB97M-V functional and the def2-TZVPD basis.

Calculated values
Net charge: -2
Lowest unoccupied orbital energy (eV): 3.81
Electronic energy (hartree): -4309.699013

Element x y z (Å)
Rb 1.46054 1.58322 0.75675
O 0.84912 -0.31015 -2.31804
C 2.19978 -0.64790 -2.59208
C 2.37177 -2.14708 -2.41051
C 2.07392 -2.60693 -0.98087
C 3.06053 -2.07967 0.03212
C 4.42351 -2.34100 -0.09768
C 5.30775 -1.82460 0.83039
C 4.80943 -1.06256 1.87332
C 3.44346 -0.85701 1.93073
N 2.58072 -1.35287 1.04203
H 0.78834 0.63792 -2.09641
H 2.87520 -0.10600 -1.92565
H 2.46226 -0.37908 -3.62535
H 3.39531 -2.41691 -2.69020
H 1.71360 -2.67883 -3.10414
H 2.07410 -3.70228 -0.94072
H 1.07810 -2.26665 -0.69194
H 4.78079 -2.92554 -0.93685
H 6.37328 -1.99032 0.72643
H 5.45784 -0.59451 2.60083
H 3.01881 -0.22557 2.70564
C 0.58017 -0.13951 4.14934
N -0.18260 0.77709 3.33339
C -1.38472 0.15079 2.84064
C -0.47989 2.01388 4.03313
C 0.73653 2.82745 4.45374
C 0.60736 3.54943 5.64268
C 1.62443 4.39020 6.07774
C 2.77465 4.48349 5.30546
C 2.88240 3.73501 4.13285
C 1.88933 2.86870 3.63451
H 0.01320 -0.46682 5.04440
H 1.49632 0.35021 4.47815
H 0.83548 -1.02645 3.56381
H -2.07049 -0.15253 3.65925
H -1.12853 -0.74166 2.26533
H -1.91448 0.83224 2.17426
H -1.10459 1.79629 4.92617
H -1.10523 2.61475 3.36234
H -0.30211 3.45463 6.23602
H 1.52179 4.95374 6.99975
H 3.58795 5.13508 5.61852
H 3.81231 3.84431 3.57204
Cl 6.76119 1.68546 0.26935
C 5.81521 2.49263 -0.96012
C 6.43392 3.47485 -1.72978
C 5.75128 4.13358 -2.71672
Cl 6.57772 5.36347 -3.65811
C 4.39330 3.83120 -2.97618
C 3.60701 4.46821 -3.96019
C 2.29739 4.10746 -4.11849
C 1.76437 3.09903 -3.29702
N 2.47188 2.47915 -2.38494
C 3.76447 2.82444 -2.19796
C 4.46737 2.09404 -1.12273
O 3.88249 1.21210 -0.45535
H 7.47150 3.71453 -1.53656
H 4.05062 5.24269 -4.57246
H 1.66793 4.58993 -4.85573
H 0.72347 2.80400 -3.37972
C -1.19609 -2.90231 -3.59132
Si -2.80242 -2.18869 -2.94164
C -3.17165 -0.61072 -3.88255
C -4.20019 -3.41301 -3.28397
Sb -2.40642 -1.58244 -0.48606
Si -4.71399 -0.60687 0.03794
C -6.18626 -1.62332 -0.58033
C -4.81158 1.08772 -0.75330
C -4.89830 -0.40000 1.89948
Si -2.58534 -3.87803 0.60481
C -2.71798 -3.67946 2.47292
C -0.95195 -4.74523 0.24737
C -3.95912 -5.07091 0.08751
H -1.27727 -3.12063 -4.66123
H -0.90254 -3.82029 -3.07684
H -0.41525 -2.15311 -3.44283
H -3.11557 -0.80032 -4.95982
H -2.45246 0.16701 -3.62114
H -4.17463 -0.23736 -3.66242
H -4.23584 -3.60249 -4.36340
H -5.17086 -3.01704 -2.98129
H -4.04887 -4.36929 -2.78352
H -6.32204 -1.47524 -1.65463
H -7.09541 -1.27050 -0.08127
H -6.08550 -2.69311 -0.39373
H -4.58456 1.05818 -1.81940
H -4.09466 1.77464 -0.30029
H -5.82184 1.49236 -0.62288
H -4.66234 -1.30561 2.45814
H -5.92813 -0.11237 2.13651
H -4.23888 0.39337 2.25594
H -1.90595 -3.06506 2.86707
H -2.65270 -4.66857 2.93964
H -3.66326 -3.22975 2.77899
H -0.11844 -4.17936 0.66991
H -0.77741 -4.83640 -0.82737
H -0.94083 -5.75026 0.68191
H -4.95763 -4.63482 0.13988
H -3.92966 -5.93082 0.76706
H -3.80034 -5.44720 -0.92405
F -1.25551 1.76647 0.14805
C -0.87341 2.19037 -1.17491
F -1.94367 1.68524 -1.96686
C -1.21101 3.67249 -1.09056
F -2.47226 3.97964 -0.67337
F -0.38060 4.30532 -0.23658
F -1.07794 4.27510 -2.29423



Record 2
One molecule with the formula C7H11N3O3S at a distorted geometry. Source: the Open Molecules 2025 dataset; level of theory: the ωB97M-V functional and the def2-TZVPD basis.

Calculated values
Net charge: 0
Lowest unoccupied orbital energy (eV): 0.54
Electronic energy (hartree): -1061.276212

Element x y z (Å)
C -1.22009 -2.10069 1.38774
C -1.63209 -0.81917 2.17037
C -1.24092 -2.28978 0.10931
C -1.01151 -2.11935 -2.29526
C 1.36256 -0.25718 -1.35675
C 1.84399 2.77829 1.97811
C -0.86889 -0.60863 -2.44208
N -0.99702 0.28476 2.18804
N 0.18922 0.80689 1.83424
N -1.47221 -2.46926 -1.07258
O -0.74700 -2.86776 -3.21967
O 0.07720 2.38805 -0.09083
O -0.11127 0.02990 -1.42437
S 0.04887 2.38168 1.59546
H -0.81365 -2.76210 2.04112
H -2.65913 -0.85118 2.57436
H 1.80668 -0.13179 -2.25451
H 1.45972 -1.18525 -0.78869
H 1.88670 0.43105 -0.65845
H 1.94263 3.82350 1.70201
H 2.33942 2.06053 1.33845
H 1.93765 2.50825 3.02603
H -0.23547 -0.43891 -3.36553
H -1.89957 -0.09399 -2.47795
H 0.01420 1.50214 -0.49856



Record 3
One molecule with the formula BrClFOP at a distorted geometry. Source: the Open Molecules 2025 dataset; level of theory: the ωB97M-V functional and the def2-TZVPD basis.

Calculated values
Net charge: 0
Lowest unoccupied orbital energy (spin up / spin down) (eV): -1.78 / -2.09
Electronic energy (hartree): -3550.555411

Element x y z (Å)
O 0.44353 2.87646 0.93629
F 0.46432 0.70755 -0.95567
P -0.97127 -0.12917 -0.75669
Cl -0.14973 -1.36411 0.51166
Br -0.96717 2.09154 0.84517



Record 4
A 15-piece molecular cluster, F6H28O14P overall at a distorted geometry. Source: the Open Molecules 2025 dataset; level of theory: the ωB97M-V functional and the def2-TZVPD basis.

Calculated values
Net charge: -1
Lowest unoccupied orbital energy (eV): 1.91
Electronic energy (hartree): -2010.980959

Element x y z (Å)
P -0.98967 -0.28428 0.06379
F -2.15721 -1.35200 -0.48197
F 0.13545 -1.36128 -0.45762
F -0.97469 0.29342 -1.46148
F 0.19617 0.73838 0.37535
F -2.01000 0.88562 0.48889
F -0.89615 -0.92312 1.55048
O -1.99603 4.79522 -1.49593
H -1.62650 3.91262 -1.46933
H -1.87375 5.13342 -0.60886
O 2.41510 1.05226 4.26197
H 1.77306 0.86721 3.57657
H 2.90249 1.80897 3.93626
O 3.39762 -4.78769 -0.28246
H 2.65803 -4.25839 -0.58093
H 3.66666 -5.28227 -1.05657
O -2.90988 -2.09663 6.23123
H -3.51811 -2.48670 6.85904
H -2.18062 -2.71510 6.18757
O -2.05139 5.53301 2.62372
H -2.94378 5.87217 2.55407
H -2.12990 4.76548 3.19025
O 1.99199 5.75751 0.25775
H 2.02230 5.14913 -0.48061
H 1.17179 5.55054 0.70572
O 4.73292 0.69179 -1.85805
H 5.65956 0.47734 -1.96557
H 4.27779 -0.14094 -1.98306
O 0.58466 1.54327 -6.58513
H 0.27689 1.00219 -5.85798
H 0.67257 0.93340 -7.31764
O 0.15860 -3.20573 -4.44811
H 1.08389 -3.45066 -4.43879
H -0.00433 -2.85010 -3.57449
O -4.68848 -1.82460 -4.78927
H -4.08928 -1.44837 -5.43398
H -4.19286 -1.82129 -3.97039
O -1.65486 2.13180 5.62216
H -2.12232 2.27068 6.44583
H -1.67985 1.18425 5.48886
O -2.21275 -6.52271 -0.02174
H -3.10701 -6.49942 -0.36229
H -2.21120 -5.88525 0.69232
O 2.43138 3.82106 -3.40191
H 2.03900 3.54731 -4.23097
H 2.48256 3.01782 -2.88383
O 2.74127 -4.66344 3.72724
H 2.72302 -4.83099 2.78499
H 2.02583 -4.04491 3.87490



Record 5
CH9LiO4 as an isolated structure at a distorted geometry. Source: the Open Molecules 2025 dataset; level of theory: the ωB97M-V functional and the def2-TZVPD basis.

Calculated values
Net charge: 0
Lowest unoccupied orbital energy (eV): -0.65
Electronic energy (hartree): -351.960509

Element x y z (Å)
Li -0.34480 -0.03967 -0.10920
C 0.26320 2.29333 0.58980
O -0.92780 1.59833 0.76180
H 0.97120 1.96733 1.37680
H 0.16120 3.37633 0.38380
H 0.93020 1.91933 -0.22220
O 0.66420 -0.33967 -1.85720
H 0.52320 -1.08167 -2.39620
H 1.64320 -0.33667 -1.95320
O 0.78520 -1.16767 1.60780
H 0.93020 -2.07567 1.39480
H 0.59720 -1.21567 2.46780
O -1.93580 -1.34467 -0.40620
H -2.52680 -2.03667 -0.24220
H -1.73380 -1.51667 -1.39620